The following is a quantum chemistry calculation of a structure of composition C29H13CrF10IN3S, from OMol25.

```
58
C29H13CrF10IN3S, DFT ωB97M-V/def2-TZVPD
Cr 0.291 -0.076 -0.105
C -5.263 1.158 1.013
C -4.426 1.534 -0.026
C -3.051 1.379 0.086
C -2.517 0.855 1.251
C -3.350 0.473 2.300
C -4.720 0.628 2.177
N -1.090 0.635 1.377
N -0.688 0.761 2.556
C 0.634 0.352 2.734
C 1.190 0.573 3.994
C 2.494 0.181 4.218
C 3.199 -0.424 3.182
C 2.620 -0.639 1.937
C 1.299 -0.267 1.664
H -6.334 1.270 0.916
H -4.837 1.953 -0.934
H -2.400 1.672 -0.723
H -2.920 0.056 3.200
H -5.366 0.331 2.992
H 0.593 1.048 4.761
H 2.960 0.340 5.181
H 4.221 -0.740 3.349
H 3.218 -1.116 1.173
F 2.680 5.960 -1.929
C 1.976 4.832 -1.968
C 2.065 3.917 -0.931
F 2.853 4.154 0.114
C 1.320 2.761 -1.012
F 1.421 1.875 0.018
C 0.485 2.446 -2.066
S -0.450 0.954 -2.097
C 0.419 3.385 -3.088
F -0.361 3.170 -4.148
C 1.149 4.561 -3.047
F 1.061 5.439 -4.043
F 2.726 0.571 -2.018
C 2.739 -0.743 -1.718
C 1.803 -1.275 -0.850
C 1.948 -2.627 -0.600
F 1.137 -3.259 0.275
C 2.926 -3.416 -1.182
F 3.015 -4.719 -0.904
C 3.830 -2.840 -2.058
F 4.779 -3.579 -2.629
C 3.737 -1.487 -2.327
F 4.605 -0.916 -3.165
I -2.783 -3.652 -3.716
C -2.331 -3.068 -1.780
C -2.934 -3.660 -0.683
C -2.574 -3.230 0.582
C -1.644 -2.218 0.705
N -1.077 -1.631 -0.354
C -1.403 -2.061 -1.577
H -3.662 -4.449 -0.813
H -3.004 -3.673 1.469
H -1.316 -1.865 1.673
H -0.891 -1.592 -2.406
```

Its HOMO-LUMO gap (alpha / beta) is 7.32 / 7.27 eV. The energy relative to the best compared isomer or geometry (same formula, charge and spin) comes out at 6.3 kcal/mol. Its highest occupied orbital energy (alpha / beta) is -0.30836 / -0.30452 Eh. The spin multiplicity is 2. As for the expectation value of S²: 0.766. As for the total energy: -4016.06355 hartree.